The following is a DFT calculation (the ωB97M-V functional and the def2-TZVPD basis) of a structure of composition C5H8O2.

The gap between HOMO and LUMO comes out at 8.9 eV. The HOMO energy is -7.88 eV. Its energy relative to the best compared isomer or geometry (same formula, charge and spin) is 478.71 kJ/mol. The value obtained for the largest force on an atom is 0.37 eV/Å. The net charge is 0.

Each line ends with the natural charge from an NBO analysis.
Positions of all 15 atoms, in Å:
O (-1.119, -1.935, 0.192)  -0.815
C (0.352, -0.976, 0.281)  0.061
C (0.311, -0.536, -1.101)  -0.650
C (-0.142, 0.899, -0.825)  0.077
C (0.766, 1.388, 0.333)  -0.421
C (-0.077, 0.299, 1.024)  0.025
O (-1.201, 0.709, 0.208)  -0.550
H (-1.789, -1.252, 0.412)  0.503
H (1.025, -1.709, 0.717)  0.228
H (1.135, -0.740, -1.784)  0.230
H (-0.878, -1.586, -0.850)  0.481
H (-0.459, 1.543, -1.648)  0.206
H (1.848, 1.253, 0.229)  0.204
H (0.501, 2.381, 0.711)  0.217
H (-0.273, 0.263, 2.099)  0.205